DFT (wB97M-V/def2-TZVPD) results for a 7-piece molecular cluster, C38H75BNO9 overall.

Last column: Mulliken charge in e.
Cartesian coordinates (Å):
O -4.25050 2.87628 -1.02703  -0.51
O -5.14664 1.24873 2.23109  -0.33
O 4.97546 -8.74765 -0.40805  -0.57
O 0.27815 -7.47718 0.75101  -0.52
O 4.47937 -5.11160 3.29509  -0.50
O 4.20190 8.46177 -1.96453  -0.55
O 1.69438 -6.71251 -0.97085  -0.67
O 1.31927 4.41703 -0.16893  -0.50
O -1.31709 7.69436 -1.75046  -0.59
N 1.98504 -4.10134 0.81903  0.18
C -6.19782 1.62454 2.70269  0.78
C 4.72204 7.78527 -4.18261  -1.12
C 5.32470 -9.25244 -1.45528  0.88
C -1.82484 -1.38149 3.81883  -0.70
C 2.66464 -1.74107 0.47660  -0.76
C 6.31980 -8.57410 -2.36136  -1.12
C 1.57447 3.26133 0.07112  0.37
C 0.81032 -4.98797 0.81009  -0.21
C 4.80008 10.24304 -3.41892  -1.16
C 4.78230 -10.58453 -1.90368  -1.13
C -4.09783 -0.39788 -0.02832  -0.18
C 1.72091 -2.86948 0.55681  -0.39
C -7.36042 1.99963 1.81974  -1.18
C -0.09719 -4.19906 -0.20546  -0.96
C -3.82643 -1.73176 2.22615  -1.13
C -2.68626 -0.80175 2.68390  0.55
C 3.32269 -4.58178 1.14693  -0.73
C -3.46240 -0.45141 -1.45392  -1.45
C -0.37990 6.76757 -3.72705  -1.20
C 3.27897 -4.79059 2.70238  0.22
C -3.95489 5.11738 -1.77181  -0.97
C 0.83035 2.14771 -0.62514  -0.04
C 2.63614 2.87643 1.07197  -1.12
C -1.10827 -0.35483 -2.49098  -1.49
C 0.21260 -2.78997 0.34598  1.17
C 3.49627 -6.23079 3.14913  -0.90
C 0.98024 7.10272 -1.57107  -0.59
C -0.55630 -0.49080 4.02022  -1.02
C -3.90462 4.45504 0.71348  -0.86
C -2.14997 0.39135 -1.61135  -0.04
C 4.54074 8.79706 -3.07678  0.90
C -4.05602 4.03538 -0.72725  0.84
C -0.43172 -1.55003 -0.26877  1.82
C -0.33380 7.23557 -2.29099  0.98
C -0.15870 -1.34373 -1.75818  -0.27
C -4.11790 -1.76179 0.70304  -1.04
C 2.86448 -1.04719 1.86253  -1.04
C -6.39854 1.73740 4.19351  -1.26
B 0.94149 -6.43331 0.14477  0.88
H 4.26183 -10.47357 -2.85626  0.34
H 3.65388 -2.09391 0.16838  0.71
H 4.03921 8.00464 -5.00530  0.30
H 4.50374 6.78978 -3.80001  0.27
H -2.97593 5.59839 -1.72180  0.04
H 0.10159 -4.37728 -1.26049  0.48
H -5.48546 1.43789 4.70538  0.28
H -7.07667 1.87231 0.77622  0.24
H 0.32784 7.33997 -4.32874  0.39
H 0.34240 -5.07612 1.79499  0.06
H -4.73601 5.86243 -1.61436  0.38
H 4.19435 -6.84752 2.59344  0.35
H 4.08041 -10.95839 -1.16083  0.29
H -0.50920 0.41118 -2.99749  0.40
H -2.08121 -0.42747 1.85144  -0.47
H 2.56266 -4.20191 3.26907  0.69
H 1.52472 1.52612 -1.19626  0.33
H 3.08189 3.77637 1.49021  0.34
H -4.08244 4.67788 -2.75985  0.31
H -8.21533 1.35632 2.03463  0.38
H 5.86497 -8.37722 -3.33342  0.33
H -0.20374 -2.81783 1.37282  -0.13
H -5.13128 -2.16522 0.59163  0.40
H -2.45606 1.29627 -2.14448  0.62
H -3.16275 0.09437 3.09891  0.37
H 5.59711 -11.30190 -2.01055  0.36
H 3.06610 -6.52421 4.09822  0.30
H 0.30144 1.54054 0.11230  -0.26
H -5.13954 -0.09413 -0.14747  0.53
H 0.28519 -1.16145 4.21995  0.20
H -1.79435 0.71754 -0.63009  0.13
H -0.59527 -7.19026 1.06091  0.34
H 3.55597 -5.55472 0.72691  0.29
H -1.13662 -4.36903 0.09478  0.39
H 2.43440 -7.28172 -0.68863  0.27
H -2.92241 4.90502 0.86928  0.33
H 2.37077 -0.97658 -0.24227  -0.08
H 1.88988 -1.03554 2.35397  0.14
H -0.13217 -0.65876 0.29454  -0.40
H -7.21155 1.08276 4.51149  0.36
H 6.62706 -7.62849 -1.91853  0.28
H -0.13051 -2.27712 -2.33222  0.44
H -4.68379 5.17247 0.97693  0.38
H 5.75161 7.80643 -4.54310  0.40
H -0.38639 0.18424 3.17609  0.08
H -3.99878 3.57937 1.35516  -0.01
H -4.17194 -0.08764 -2.19997  0.38
H 0.87370 7.47194 -0.55329  0.27
H 4.63317 10.85781 -2.53687  0.31
H 3.41777 2.29244 0.58078  0.35
H 0.85933 -0.93648 -1.84375  0.11
H -2.37838 -1.28926 4.75643  0.49
H -0.65028 0.14074 4.90796  0.47
H 4.12050 10.56789 -4.20858  0.32
H -3.46707 -2.51407 0.23448  0.44
H -1.52796 -2.42158 3.64364  0.34
H 3.15781 -0.00578 1.73319  0.35
H 3.62240 -1.55051 2.46401  0.36
H -0.13510 5.70507 -3.78089  0.29
H -1.50230 -1.64914 -0.07283  -1.26
H 1.27379 6.05846 -1.53567  0.10
H -4.74771 -1.52480 2.77599  0.34
H -3.21286 -1.49083 -1.71327  0.61
H -1.38193 6.91853 -4.12554  0.32
H -3.61230 0.41193 0.51328  0.13
H -1.66773 -0.84687 -3.29209  0.40
H -6.63016 2.76929 4.46192  0.38
H -7.63369 3.04304 1.98582  0.36
H 4.10105 -3.83121 1.03673  0.33
H 1.74731 7.69079 -2.07803  0.08
H 5.83314 10.36988 -3.74657  0.34
H 2.19071 2.29499 1.88226  0.27
H 7.20005 -9.20576 -2.48768  0.35
H 0.10088 2.57493 -1.31069  0.27
H -3.52245 -2.75337 2.50649  0.54

Results
Frontier orbital gap: 7.45 eV
M: 700.828 g/mol
Energy: -2249.44126 hartree
Energy above the lowest of the compared OMol25 structures with the same formula, charge and spin: 158.9 kJ/mol
HOMO: -0.388 Eh
Total charge: +1